(1)
DFT (wB97M-V/def2-TZVPD) results for 2 unconnected molecules or ions with the total composition C4H11N3O2 at a distorted geometry.

Results
- HOMO-LUMO gap (eV) = 10.21
- SMILES string = [H]/N=C(\N)NC.CC(=O)O
- HOMO level (eV) = -9.7
- LUMO level (Eh) = 0.0198
- molecular weight (g mol⁻¹) = 133.2
- maximum force (Eh/bohr) = 0.161

Bonds (Å) are listed after each position.
CARTESIAN COORDINATES (ANGSTROEM)
1 H -1.584 0.373 -2.049  N2 0.977
2 N -1.424 0.617 -1.116  H1 0.977, C3 1.287
3 C -0.418 0.937 -0.380  N2 1.287, N4 1.474, N5 1.458
4 N 0.899 1.403 -0.850  C3 1.474, H7 1.051, H8 1.007
5 N -0.403 0.991 1.076  C3 1.458, C6 1.505, H9 1.098
6 C -1.634 1.292 1.887  N5 1.505, H10 1.047, H11 1.179, H12 1.109
7 H 1.821 1.204 -0.386  N4 1.051
8 H 0.853 1.533 -1.847  N4 1.007
9 H 0.327 1.554 1.673  N5 1.098
10 H -1.606 1.577 2.894  C6 1.047
11 H -2.206 0.261 1.899  C6 1.179
12 H -2.213 2.123 1.435  C6 1.109
13 C 0.272 -1.897 -0.826  C14 1.395, H17 1.143, H18 1.068, H19 1.023
14 C 1.634 -2.021 -0.556  C13 1.395, O15 1.274, O16 1.390
15 O 2.417 -2.885 -1.068  C14 1.274
16 O 2.191 -0.881 0.013  C14 1.390, H20 0.990
17 H -0.096 -1.945 0.256  C13 1.143
18 H -0.120 -2.712 -1.393  C13 1.068
19 H -0.182 -1.065 -1.212  C13 1.023
20 H 1.473 -0.460 0.548  O16 0.990

(2)
DFT (wB97M-V/def2-TZVPD) results for 2 unconnected molecules or ions with the total composition C4H11N3O2 at a distorted geometry.

Results
- HOMO-LUMO gap (eV) = 9.36
- SMILES string = [H]/N=C(/N)NC.CC(=O)O
- HOMO level (eV) = -8.9
- LUMO level (Eh) = 0.0184
- molecular weight (g mol⁻¹) = 133.2
- maximum force (Eh/bohr) = 0.114

Bonds (Å) are listed after each position.
CARTESIAN COORDINATES (ANGSTROEM)
1 H 1.304 -1.858 -1.399  N2 1.016
2 N 1.029 -2.514 -0.674  H1 1.016, C3 1.343
3 C 1.612 -2.291 0.515  N2 1.343, N4 1.475, N5 1.493
4 N 1.070 -3.302 1.443  C3 1.475, H7 1.018, H8 0.961
5 N 2.469 -1.198 1.063  C3 1.493, C6 1.542, H9 1.064
6 C 1.609 0.073 0.913  N5 1.542, H10 1.187, H11 1.140, H12 1.119
7 H 1.795 -3.714 2.026  N4 1.018
8 H 0.348 -3.866 1.154  N4 0.961
9 H 2.874 -1.247 2.045  N5 1.064
10 H 1.617 0.744 -0.066  C6 1.187
11 H 1.714 0.850 1.740  C6 1.140
12 H 0.553 -0.270 1.048  C6 1.119
13 C -2.472 3.169 -1.771  C14 1.536, H17 1.239, H18 1.062, H19 1.190
14 C -1.905 2.247 -0.681  C13 1.536, O15 1.159, O16 1.381
15 O -1.285 2.673 0.200  C14 1.159
16 O -1.841 0.878 -0.852  C14 1.381, H20 1.067
17 H -3.564 2.750 -2.180  C13 1.239
18 H -1.862 3.351 -2.622  C13 1.062
19 H -2.803 4.234 -1.356  C13 1.190
20 H -2.009 0.524 -1.844  O16 1.067

(3)
DFT (wB97M-V/def2-TZVPD) results for 2 unconnected molecules or ions with the total composition C4H11N3O2 at a distorted geometry.

Results
- HOMO-LUMO gap (eV) = 9.38
- SMILES string = [H]/N=C(/N)NC.CC(=O)O
- HOMO level (eV) = -8.8
- LUMO level (Eh) = 0.0216
- molecular weight (g mol⁻¹) = 133.2
- maximum force (Eh/bohr) = 0.064

Bonds (Å) are listed after each position.
CARTESIAN COORDINATES (ANGSTROEM)
1 H 1.089 0.119 -2.194  N2 0.978
2 N 0.633 0.753 -1.605  H1 0.978, C3 1.287
3 C -0.594 1.108 -1.448  N2 1.287, N4 1.452, N5 1.433
4 N -0.790 1.839 -0.209  C3 1.452, H7 1.076, H8 1.015
5 N -1.714 1.017 -2.338  C3 1.433, C6 1.502, H9 1.015
6 C -1.936 1.934 -3.507  N5 1.502, H10 1.112, H11 1.082, H12 1.047
7 H -1.834 1.900 0.041  N4 1.076
8 H -0.350 2.751 -0.142  N4 1.015
9 H -2.234 0.160 -2.499  N5 1.015
10 H -2.987 2.295 -3.520  C6 1.112
11 H -1.556 1.462 -4.403  C6 1.082
12 H -1.462 2.831 -3.252  C6 1.047
13 C 1.156 -0.401 1.870  C14 1.502, H17 1.175, H18 1.148, H19 1.085
14 C 1.351 -1.795 2.394  C13 1.502, O15 1.175, O16 1.429
15 O 2.301 -2.426 2.677  C14 1.175
16 O 0.136 -2.535 2.524  C14 1.429, H20 1.005
17 H 0.186 -0.496 1.215  C13 1.175
18 H 2.063 -0.190 1.198  C13 1.148
19 H 1.414 0.359 2.600  C13 1.085
20 H -0.594 -1.845 2.565  O16 1.005

(4)
DFT (wB97M-V/def2-TZVPD) results for C4H11N3OS in the gas phase at a distorted geometry.

Results
- HOMO-LUMO gap (eV) = 10.34
- SMILES string = CC1(OS(=N)(=N)N)CC1
- HOMO level (eV) = -9.6
- LUMO level (Eh) = 0.0262
- molecular weight (g mol⁻¹) = 149.2
- maximum force (Eh/bohr) = 0.080

Bonds (Å) are listed after each position.
CARTESIAN COORDINATES (ANGSTROEM)
1 C -0.871 -1.660 0.949  C2 1.544, H10 1.118, H11 1.142, H12 1.133
2 C -0.469 -0.173 0.838  C1 1.544, O3 1.456, C8 1.442, C9 1.452
3 O 0.964 0.047 0.706  C2 1.456, S4 1.769
4 S 1.526 -0.060 -0.967  O3 1.769, N5 1.505, N6 1.485, N7 1.699
5 N 0.650 -0.859 -1.893  S4 1.505, H13 0.984
6 N 2.961 -0.441 -1.025  S4 1.485, H14 0.952
7 N 1.172 1.581 -1.228  S4 1.699, H15 1.073, H16 1.032
8 C -1.419 0.628 0.106  C2 1.442, C9 1.454, H17 1.031, H18 1.093
9 C -1.351 0.731 1.555  C2 1.452, C8 1.454, H19 1.076, H20 1.099
10 H -0.398 -2.324 0.184  C1 1.118
11 H -2.000 -1.587 0.793  C1 1.142
12 H -0.649 -2.147 1.947  C1 1.133
13 H -0.291 -0.582 -1.967  N5 0.984
14 H 3.720 -0.521 -0.456  N6 0.952
15 H 1.684 2.324 -0.648  N7 1.073
16 H 1.369 1.519 -2.240  N7 1.032
17 H -2.229 0.154 -0.321  C8 1.031
18 H -1.079 1.486 -0.480  C8 1.093
19 H -1.031 1.574 2.141  C9 1.076
20 H -2.259 0.308 2.007  C9 1.099

(5)
DFT (wB97M-V/def2-TZVPD) results for a gas-phase ion, C4H11N5 (charge +2) at a distorted geometry.

Results
- HOMO-LUMO gap (eV) = 8.71
- SMILES string = CC([NH3+])=C=N/N=C(/N)[NH3+]
- total charge = +2
- HOMO level (eV) = -15.9
- LUMO level (Eh) = -0.2659
- molecular weight (g mol⁻¹) = 129.2
- maximum force (Eh/bohr) = 0.142

Bonds (Å) are listed after each position.
CARTESIAN COORDINATES (ANGSTROEM)
1 C 2.793 1.389 0.465  C2 1.581, H10 1.220, H11 1.085, H12 1.085
2 C 2.137 0.000 0.088  C1 1.581, N3 1.578, C4 1.289
3 N 3.289 -0.988 -0.344  C2 1.578, H13 1.102, H14 1.079, H15 1.011
4 C 0.854 -0.081 -0.003  C2 1.289, N5 1.195
5 N -0.323 -0.164 0.187  C4 1.195, N6 1.342
6 N -1.404 0.485 -0.274  N5 1.342, C7 1.251
7 C -2.616 0.182 -0.212  N6 1.251, N8 1.307, N9 1.659
8 N -3.646 0.923 -0.525  C7 1.307, H16 1.088, H17 1.004
9 N -3.078 -1.324 0.309  C7 1.659, H18 0.993, H19 0.942, H20 1.065
10 H 4.000 1.298 0.311  C1 1.220
11 H 2.692 1.615 1.521  C1 1.085
12 H 2.311 2.212 -0.051  C1 1.085
13 H 4.173 -0.422 -0.009  N3 1.102
14 H 3.324 -1.094 -1.417  N3 1.079
15 H 3.228 -1.925 0.032  N3 1.011
16 H -3.507 1.909 -0.965  N8 1.088
17 H -4.495 0.543 -0.146  N8 1.004
18 H -3.274 -1.247 1.279  N9 0.993
19 H -2.423 -1.857 -0.109  N9 0.942
20 H -4.035 -1.453 -0.138  N9 1.065

(6)
DFT (wB97M-V/def2-TZVPD) results for a gas-phase ion, C4H11N6 (charge +1) at a distorted geometry.

Results
- HOMO-LUMO gap (eV) = 8.85
- total charge = +1
- HOMO level (eV) = -11.8
- LUMO level (Eh) = -0.1084
- molecular weight (g mol⁻¹) = 143.2
- maximum force (Eh/bohr) = 0.066

Bonds (Å) are listed after each position.
CARTESIAN COORDINATES (ANGSTROEM)
1 C 0.399 -0.524 -1.196  N6 1.171, N8 1.266
2 C -0.712 -0.105 0.760  N7 1.536, N8 1.456, N9 1.403, H11 1.192
3 C 1.072 0.377 -3.414  N6 1.403, H12 1.043, H13 1.061, H14 1.069
4 C 0.687 -2.216 0.424  N8 1.437, H15 1.103, H16 1.045, H17 1.043
5 N -0.831 0.919 2.797  N7 1.323, H18 1.017
6 N 0.467 -0.298 -2.343  C1 1.171, C3 1.403
7 N -0.018 0.134 2.109  C2 1.536, N5 1.323, H19 0.961
8 N 0.135 -0.975 -0.043  C1 1.266, C2 1.456, C4 1.437
9 N -0.656 1.231 0.339  C2 1.403, N10 1.335
10 N -1.561 1.824 1.120  N9 1.335, H20 1.074, H21 1.013
11 H -1.688 -0.696 1.106  C2 1.192
12 H 0.336 1.112 -3.488  C3 1.043
13 H 1.268 -0.097 -4.343  C3 1.061
14 H 2.089 0.589 -3.161  C3 1.069
15 H 0.544 -2.353 1.509  C4 1.103
16 H 0.145 -2.958 -0.074  C4 1.045
17 H 1.716 -2.352 0.328  C4 1.043
18 H -0.388 1.716 3.247  N5 1.017
19 H 0.907 0.376 2.011  N7 0.961
20 H -2.581 1.487 1.127  N10 1.074
21 H -1.331 2.809 1.183  N10 1.013

(7)
DFT (wB97M-V/def2-TZVPD) results for 2 unconnected molecules or ions with the total composition C4H11NO at a distorted geometry.

Results
- HOMO-LUMO gap (alpha / beta) (eV) = 2.21 / 7.19
- spin multiplicity = 2
- total charge = -1
- HOMO level (alpha / beta) (eV) = 1.1 / -4.0
- LUMO level (alpha / beta) (Eh) = 0.1219 / 0.1180
- molecular weight (g mol⁻¹) = 89.1
- maximum force (Eh/bohr) = 0.050

Bonds (Å) are listed after each position.
CARTESIAN COORDINATES (ANGSTROEM)
1 C -1.176 -1.183 -3.186  C2 1.491, H4 1.134, H5 1.202, H6 1.124
2 C -0.485 0.082 -3.564  C1 1.491, C3 1.375, H7 1.097
3 C 0.035 0.882 -2.574  C2 1.375, H8 1.096, H9 1.092
4 H -0.708 -1.626 -2.252  C1 1.134
5 H -1.355 -1.926 -4.114  C1 1.202
6 H -2.244 -1.030 -2.868  C1 1.124
7 H -0.721 0.411 -4.584  C2 1.097
8 H -0.237 1.937 -2.459  C3 1.096
9 H 0.243 0.378 -1.627  C3 1.092
10 N -0.127 0.091 3.014  C11 1.444, H13 1.039, H14 1.027
11 C 1.127 0.660 3.449  N10 1.444, O12 1.441, H15 1.079, H16 1.088
12 O 2.193 -0.259 3.758  C11 1.441, H17 0.977
13 H -0.313 0.374 2.031  N10 1.039
14 H -0.512 -0.755 3.449  N10 1.027
15 H 0.894 1.311 4.277  C11 1.079
16 H 1.354 1.330 2.622  C11 1.088
17 H 2.031 -0.677 4.627  O12 0.977

(8)
DFT (wB97M-V/def2-TZVPD) results for 2 unconnected molecules or ions with the total composition C4H11NO at a distorted geometry.

Results
- HOMO-LUMO gap (eV) = 9.51
- SMILES string = CC/C=C/N.O
- HOMO level (eV) = -8.5
- LUMO level (Eh) = 0.0381
- molecular weight (g mol⁻¹) = 89.1
- maximum force (Eh/bohr) = 0.051

Bonds (Å) are listed after each position.
CARTESIAN COORDINATES (ANGSTROEM)
1 C 2.195 0.061 -2.857  C2 1.540, H6 1.087, H7 1.085, H8 1.082
2 C 1.299 0.863 -1.895  C1 1.540, C3 1.511, H9 1.091, H10 1.099
3 C 1.278 0.201 -0.537  C2 1.511, C4 1.331, H11 1.077
4 C 0.113 0.011 0.078  C3 1.331, N5 1.443, H12 1.077
5 N -0.092 -0.770 1.274  C4 1.443, H13 1.019, H14 1.014
6 H 3.178 0.037 -2.394  C1 1.087
7 H 1.818 -0.955 -2.919  C1 1.085
8 H 2.148 0.458 -3.862  C1 1.082
9 H 0.320 1.040 -2.344  C2 1.091
10 H 1.736 1.869 -1.836  C2 1.099
11 H 2.220 -0.172 -0.172  C3 1.077
12 H -0.712 0.702 0.043  C4 1.077
13 H -0.061 -0.131 2.066  N5 1.019
14 H 0.675 -1.410 1.451  N5 1.014
15 O -5.338 -0.539 4.241  H16 0.965, H17 0.967
16 H -6.029 -1.017 4.715  O15 0.965
17 H -4.746 -0.247 4.947  O15 0.967

(9)
DFT (wB97M-V/def2-TZVPD) results for 2 unconnected molecules or ions with the total composition C4H11NO at a distorted geometry.

Results
- HOMO-LUMO gap (eV) = 9.39
- SMILES string = C/C=C/CN.O
- HOMO level (eV) = -8.5
- LUMO level (Eh) = 0.0329
- molecular weight (g mol⁻¹) = 89.1
- maximum force (Eh/bohr) = 0.043

Bonds (Å) are listed after each position.
CARTESIAN COORDINATES (ANGSTROEM)
1 C 1.153 1.658 0.621  C2 1.521, H6 1.089, H7 1.087, H8 1.083
2 C 0.382 0.348 0.582  C1 1.521, C3 1.341, H9 1.088
3 C 0.788 -0.716 -0.126  C2 1.341, C4 1.499, H10 1.092
4 C -0.167 -1.821 -0.462  C3 1.499, N5 1.483, H11 1.093, H12 1.095
5 N -0.211 -2.845 0.609  C4 1.483, H13 1.001, H14 0.999
6 H 1.301 1.930 1.665  C1 1.089
7 H 0.470 2.401 0.219  C1 1.087
8 H 1.951 1.436 -0.077  C1 1.083
9 H -0.544 0.313 1.151  C2 1.088
10 H 1.829 -1.035 -0.035  C3 1.092
11 H 0.140 -2.401 -1.336  C4 1.093
12 H -1.157 -1.408 -0.680  C4 1.095
13 H 0.308 -2.757 1.461  N5 1.001
14 H -0.191 -3.754 0.196  N5 0.999
15 O -1.455 2.826 -1.107  H16 0.959, H17 0.960
16 H -2.219 3.349 -1.355  O15 0.959
17 H -1.681 2.195 -0.420  O15 0.960

(10)
DFT (wB97M-V/def2-TZVPD) results for C4H11NO in the gas phase at a distorted geometry.

Results
- HOMO-LUMO gap (eV) = 9.93
- SMILES string = CN(C)CCO
- HOMO level (eV) = -9.0
- LUMO level (Eh) = 0.0353
- molecular weight (g mol⁻¹) = 89.1
- maximum force (Eh/bohr) = 0.060

Bonds (Å) are listed after each position.
CARTESIAN COORDINATES (ANGSTROEM)
1 C -0.978 -1.926 -0.135  N2 1.522, H7 1.027, H8 1.104, H9 1.111
2 N -0.761 -0.429 -0.302  C1 1.522, C3 1.549, C4 1.457
3 C -1.405 0.317 0.893  N2 1.549, H10 1.075, H11 1.100, H12 1.112
4 C 0.647 -0.074 -0.178  N2 1.457, C5 1.574, H13 1.103, H14 1.076
5 C 1.128 1.356 -0.625  C4 1.574, O6 1.419, H15 1.066, H16 1.139
6 O 2.545 1.330 -0.700  C5 1.419, H17 0.963
7 H -1.861 -2.104 -0.628  C1 1.027
8 H -0.979 -2.412 0.856  C1 1.104
9 H -0.204 -2.406 -0.771  C1 1.111
10 H -0.796 0.332 1.779  C3 1.075
11 H -1.588 1.347 0.554  C3 1.100
12 H -2.387 -0.175 1.065  C3 1.112
13 H 1.009 -0.368 0.822  C4 1.103
14 H 1.209 -0.685 -0.862  C4 1.076
15 H 0.702 1.577 -1.576  C5 1.066
16 H 0.841 2.176 0.111  C5 1.139
17 H 2.877 2.143 -0.305  O6 0.963

(11)
DFT (wB97M-V/def2-TZVPD) results for 2 unconnected molecules or ions with the total composition C4H11NO at a distorted geometry.

Results
- HOMO-LUMO gap (eV) = 8.88
- SMILES string = C1CCNC1.O
- HOMO level (eV) = -8.1
- LUMO level (Eh) = 0.0277
- molecular weight (g mol⁻¹) = 89.1
- maximum force (Eh/bohr) = 0.043

Bonds (Å) are listed after each position.
CARTESIAN COORDINATES (ANGSTROEM)
1 C -0.906 1.047 0.114  C2 1.599, C5 1.497, H6 1.090, H7 1.097
2 C 0.289 2.103 0.234  C1 1.599, C3 1.534, H8 1.087, H9 1.086
3 C 1.465 1.476 -0.524  C2 1.534, N4 1.452, H10 1.089, H11 1.095
4 N 0.817 0.478 -1.356  C3 1.452, C5 1.486, H12 0.998
5 C -0.290 -0.131 -0.573  C1 1.497, N4 1.486, H13 1.096, H14 1.088
6 H -1.671 1.666 -0.356  C1 1.090
7 H -1.352 0.803 1.086  C1 1.097
8 H 0.374 2.453 1.259  C2 1.087
9 H -0.136 2.890 -0.382  C2 1.086
10 H 1.904 2.261 -1.138  C3 1.089
11 H 2.291 1.027 0.038  C3 1.095
12 H 1.033 0.191 -2.287  N4 0.998
13 H 0.321 -0.755 0.089  C5 1.096
14 H -0.991 -0.723 -1.157  C5 1.088
15 O -1.232 -5.225 1.598  H16 0.944, H17 0.942
16 H -1.441 -4.395 1.200  O15 0.944
17 H -0.475 -5.167 2.155  O15 0.942

(12)
DFT (wB97M-V/def2-TZVPD) results for 2 unconnected molecules or ions with the total composition C4H11NO.

Results
- HOMO-LUMO gap (eV) = 10.74
- SMILES string = CC(N)=O.CC
- HOMO level (eV) = -9.9
- LUMO level (Eh) = 0.0310
- molecular weight (g mol⁻¹) = 89.1
- maximum force (Eh/bohr) = 0.015

Bonds (Å) are listed after each position.
CARTESIAN COORDINATES (ANGSTROEM)
1 C -1.568 -1.877 0.326  C2 1.510, H5 1.088, H6 1.094, H7 1.084
2 C -1.569 -0.520 -0.336  C1 1.510, N3 1.364, O4 1.214
3 N -2.139 0.477 0.401  C2 1.364, H8 1.007, H9 1.006
4 O -1.067 -0.295 -1.418  C2 1.214
5 H -2.306 -1.926 1.123  C1 1.088
6 H -0.587 -1.991 0.798  C1 1.094
7 H -1.793 -2.661 -0.388  C1 1.084
8 H -2.012 1.425 0.084  N3 1.007
9 H -2.480 0.287 1.328  N3 1.006
10 C 2.214 0.924 -0.980  C11 1.546, H12 1.087, H13 1.090, H14 1.091
11 C 1.694 0.857 0.474  C10 1.546, H15 1.097, H16 1.097, H17 1.093
12 H 2.883 1.777 -1.066  C10 1.087
13 H 2.711 -0.004 -1.263  C10 1.090
14 H 1.382 1.029 -1.677  C10 1.091
15 H 1.778 -0.155 0.888  C11 1.097
16 H 0.629 1.094 0.584  C11 1.097
17 H 2.229 1.559 1.120  C11 1.093

(13)
DFT (wB97M-V/def2-TZVPD) results for C4H11NO in the gas phase at a distorted geometry.

Results
- HOMO-LUMO gap (eV) = 10.16
- SMILES string = CCOCNC
- HOMO level (eV) = -9.2
- LUMO level (Eh) = 0.0366
- molecular weight (g mol⁻¹) = 89.1
- maximum force (Eh/bohr) = 0.086

Bonds (Å) are listed after each position.
CARTESIAN COORDINATES (ANGSTROEM)
1 C 2.205 0.217 -1.179  C2 1.551, H7 1.144, H8 1.027, H9 1.100
2 C 0.752 0.605 -1.559  C1 1.551, O3 1.419, H10 1.158, H11 1.152
3 O -0.102 -0.092 -0.666  C2 1.419, C4 1.356
4 C -1.253 0.352 -0.103  O3 1.356, N5 1.624, H12 1.116, H13 1.134
5 N -1.318 0.042 1.490  C4 1.624, C6 1.513, H14 1.048
6 C -0.568 -1.179 1.973  N5 1.513, H15 1.052, H16 1.110, H17 1.173
7 H 2.881 0.475 -2.066  C1 1.144
8 H 2.591 -0.726 -1.054  C1 1.027
9 H 2.404 0.911 -0.350  C1 1.100
10 H 0.809 1.700 -1.187  C2 1.158
11 H 0.109 0.605 -2.515  C2 1.152
12 H -2.088 -0.046 -0.729  C4 1.116
13 H -1.523 1.453 -0.090  C4 1.134
14 H -0.731 0.809 1.896  N5 1.048
15 H -0.878 -1.937 1.312  C6 1.052
16 H -0.929 -1.419 2.995  C6 1.110
17 H 0.589 -1.350 1.889  C6 1.173